Entry a
Entry from OMol25: an isolated molecule of C4H8N2OS (the ωB97M-V functional and the def2-TZVPD basis).

multiplicity	1
lowest unoccupied orbital energy	0.77	eV
total charge	0
E_HOMO	-9.0	eV
structure (SMILES)	[H]/N=C1/SCON1CC

```
16
C4H8N2OS | OMol25 | the ωB97M-V functional and the def2-TZVPD basis
O 0.70249 1.02174 -0.46143
H -0.90377 0.40060 2.96828
H -1.66756 0.57047 0.60206
C -0.14122 0.35357 2.14519
H 2.40591 0.24344 -1.27237
H -1.13741 -1.13059 1.04626
H -1.85102 -1.82182 -0.75445
H 0.64753 -0.37578 2.38957
C -0.84930 -0.12441 0.89464
C -0.33101 -0.86085 -1.38978
C 1.55095 0.77318 -1.57525
S 0.56814 -0.13754 -2.79915
H 1.84024 1.66743 -2.07633
N 0.09583 -0.21132 -0.24034
N -1.24489 -1.72231 -1.59164
H 0.31509 1.35418 2.11473
```

Entry b
Entry from OMol25: an isolated molecule of C4H8N2OS (the ωB97M-V functional and the def2-TZVPD basis).

multiplicity	1
lowest unoccupied orbital energy	0.49	eV
total charge	0
E_HOMO	-8.2	eV
structure (SMILES)	NN(C=S)/C=C\CO

```
16
C4H8N2OS | OMol25 | the ωB97M-V functional and the def2-TZVPD basis
H -0.15439 -2.04574 0.98060
C -0.14268 -0.14774 -2.00546
H 1.09265 1.21282 -1.15624
C -0.21273 -1.21808 -1.00799
H 0.29339 0.02408 2.86548
O 0.19979 1.23900 -1.34257
N 1.01297 -0.06000 1.95822
H -0.14431 -2.27428 -1.41755
C -0.10806 -1.17200 0.23164
H -1.17183 -0.01055 -2.66748
H 1.62015 0.80076 2.02910
C -0.77341 1.05780 0.88611
S -0.63579 2.33393 1.95804
H -1.79402 0.86815 0.26736
N 0.05313 0.03070 0.99145
H 0.86514 -0.63885 -2.57073
```

Which structure wins on stability? entry a wins.

Entry a
Entry from OMol25: the ion C3H10N with charge +1 (the ωB97M-V functional and the def2-TZVPD basis).

multiplicity	1
lowest unoccupied orbital energy	-3.88	eV
total charge	+1
E_HOMO	-15.5	eV
structure (SMILES)	CCC[NH3+]

```
14
C3H10N | OMol25 | the ωB97M-V functional and the def2-TZVPD basis
H -0.41182 -1.40385 -2.09558
H 1.11483 1.19033 -0.31937
C 0.14437 0.77719 -0.06773
H 0.56770 -1.41237 0.92797
H -0.31552 2.35194 1.18869
H 0.92224 -2.31098 -1.31972
H 1.26479 -0.88387 -1.78539
H -1.45164 1.27008 1.18115
C -0.00187 -0.90859 0.05885
H -1.02656 -1.22897 0.26218
N -0.51361 1.31711 1.23297
C 0.41381 -1.34003 -1.28872
H -0.05404 0.94461 2.06837
H -0.35258 1.09191 -0.95347
```

Entry b
Entry from OMol25: the ion C3H10N with charge +1 (the ωB97M-V functional and the def2-TZVPD basis).

multiplicity	1
lowest unoccupied orbital energy	-3.70	eV
total charge	+1
E_HOMO	-17.2	eV
structure (SMILES)	CC(C)[NH3+]

```
14
C3H10N | OMol25 | the ωB97M-V functional and the def2-TZVPD basis
H 0.30639 1.15575 -1.50618
H -1.68786 0.26266 1.26713
C -0.91778 0.84632 0.76832
H 1.04823 -0.00887 1.07642
H 1.71712 1.17100 -0.60635
H -0.89889 -1.47836 -0.78864
N 0.93327 0.61834 -0.90202
H 1.27547 -0.10716 -1.49271
H -0.62851 1.68298 1.39086
C 0.25404 -0.01323 0.33209
H 0.70415 -2.04706 -0.31231
H -0.53810 -1.89110 0.89816
C -0.13945 -1.43534 -0.00742
H -1.42808 1.24406 -0.11735
```

Which structure wins on stability? entry b wins.

Entry a
Entry from OMol25: a cluster of 2 separate species, C2H9NS in total (the ωB97M-V functional and the def2-TZVPD basis).

multiplicity	1
lowest unoccupied orbital energy	0.82	eV
total charge	0
E_HOMO	-8.4	eV
structure (SMILES)	CNC.S

```
13
C2H9NS | OMol25 | the ωB97M-V functional and the def2-TZVPD basis
H -4.15374 2.94344 -0.36458
H -1.63539 0.62955 0.40844
S 3.40766 -2.67830 0.46025
C -3.41613 2.30743 0.12034
C -1.24031 1.24445 -0.37178
H -3.03812 2.88835 0.97564
H -0.44920 1.88566 0.01482
H 2.59389 -2.62573 -0.58039
H 2.42706 -2.83295 1.34444
H -3.91685 1.40483 0.46662
H -0.86781 0.63090 -1.19279
H -2.20786 2.86923 -1.37913
N -2.37794 2.03566 -0.84536
```

Entry b
Entry from OMol25: a cluster of 3 separate species, C2H9NS in total (the ωB97M-V functional and the def2-TZVPD basis).

multiplicity	1
lowest unoccupied orbital energy	1.00	eV
total charge	0
E_HOMO	-8.9	eV
structure (SMILES)	[H][H].C1CS1.N

```
13
C2H9NS | OMol25 | the ωB97M-V functional and the def2-TZVPD basis
H 4.31430 0.14249 -0.77442
N -2.62360 0.15611 -1.13627
H 0.49889 -0.70039 -0.45857
H -0.55521 1.39933 0.57634
S -0.69076 -0.92907 1.65946
H 0.46129 1.11496 2.07539
H -2.09327 -0.53905 -0.61352
H 1.70233 -0.70047 0.88554
H -2.06597 0.39204 -1.95368
C 0.00690 0.70267 1.19355
H 3.76100 -0.28835 -0.52554
C 0.70611 -0.40989 0.56162
H -3.42201 -0.34038 -1.48991
```

Which structure wins on stability? entry a wins.

Entry a
Entry from OMol25: a cluster of 2 separate species, C2H9NS in total (the ωB97M-V functional and the def2-TZVPD basis).

multiplicity	1
lowest unoccupied orbital energy	0.97	eV
total charge	0
E_HOMO	-8.7	eV
structure (SMILES)	CN.CS

```
13
C2H9NS | OMol25 | the ωB97M-V functional and the def2-TZVPD basis
H -1.51024 1.11211 0.77363
H 1.78722 -0.98628 -0.18948
H 0.23378 -0.38095 2.22487
H -1.78908 0.31533 -2.42859
C 1.55777 -0.35071 0.66610
H 1.58426 0.67083 0.27970
H -1.20137 -0.56762 -1.14818
H -0.06504 -1.54058 1.05302
N 0.23795 -0.60234 1.24955
H 2.37771 -0.47131 1.37743
S -1.91320 1.61096 -0.43110
C -1.14444 0.44230 -1.55310
H -0.15531 0.74825 -1.87386
```

Entry b
Entry from OMol25: a cluster of 2 separate species, C2H9NS in total (the ωB97M-V functional and the def2-TZVPD basis).

multiplicity	1
lowest unoccupied orbital energy	-0.47	eV
total charge	0
E_HOMO	-5.9	eV

```
13
C2H9NS | OMol25 | the ωB97M-V functional and the def2-TZVPD basis
S -0.95015 -2.46522 2.17169
H -0.33779 -0.25212 -2.25873
H -2.22822 -2.06732 1.88301
H 1.76400 0.36672 -0.80743
H -0.21883 1.50051 -1.95750
H -0.43863 0.37067 1.21644
C -0.27978 0.53126 -1.49832
N 0.79570 0.06541 -0.56254
H -1.19536 0.63578 -0.93943
H 1.24870 0.08369 1.53012
C 0.57878 0.54698 0.83181
H 0.52884 1.64868 0.89326
H 0.73274 -0.96504 -0.50238
```

Which structure wins on stability? entry a wins.

Entry a
Entry from OMol25: a structure of composition C3H4O3 (the ωB97M-V functional and the def2-TZVPD basis).

multiplicity	1
lowest unoccupied orbital energy (alpha / beta)	-1.44 / -1.44	eV
total charge	0
E_HOMO (alpha / beta)	-8.3 / -8.3	eV

```
10
C3H4O3 | OMol25 | the ωB97M-V functional and the def2-TZVPD basis
O 3.17551 -0.77448 -0.28341
C 2.40293 0.28596 0.27376
O 2.00121 -1.27033 -0.89702
C 1.37489 -0.14609 -0.43466
O 2.84333 1.21202 1.05529
C -1.23890 -0.62067 0.29427
H -1.49196 0.39141 -0.04210
H 3.63000 1.61011 0.74206
H -1.45967 -1.48161 -0.32626
H -0.81970 -0.78091 1.28056
```

Entry b
Entry from OMol25: an isolated molecule of C3H4O3 (the ωB97M-V functional and the def2-TZVPD basis).

multiplicity	1
lowest unoccupied orbital energy	-0.80	eV
total charge	0
E_HOMO	-10.0	eV
structure (SMILES)	O=CC(=O)CO

```
10
C3H4O3 | OMol25 | the ωB97M-V functional and the def2-TZVPD basis
H -2.39638 0.33266 -0.73668
H 0.75694 -1.34644 0.55441
H 1.32443 0.10433 1.42712
H 1.83913 0.93886 -0.67274
C -0.41387 0.46325 0.22164
O -0.54130 1.65898 0.36996
C -1.55994 -0.31612 -0.41688
C 0.88758 -0.26591 0.49211
O -1.55014 -1.51331 -0.54610
O 1.69853 -0.01330 -0.63928
```

Entry c
Entry from OMol25: an isolated molecule of C3H4O3 (the ωB97M-V functional and the def2-TZVPD basis).

multiplicity	1
lowest unoccupied orbital energy	0.50	eV
total charge	0
E_HOMO	-10.3	eV
structure (SMILES)	O=C[C@@H]1O[C@@H]1O

```
10
C3H4O3 | OMol25 | the ωB97M-V functional and the def2-TZVPD basis
H -1.60502 0.66388 0.66209
C 0.14470 0.20293 -0.65902
H -0.33515 -1.26994 1.08400
C -1.00614 1.04108 -0.19010
O 0.04729 -1.22816 -0.60700
O 0.41764 -0.79247 1.53256
O -1.23931 2.10373 -0.71169
H 0.59201 0.52670 -1.58738
H 2.03061 -0.69102 0.17939
C 0.95338 -0.55671 0.29714
```

Which structure wins on stability? entry b wins.

Entry a
Entry from OMol25: a cluster of 2 separate species, C3H4O3 in total (the ωB97M-V functional and the def2-TZVPD basis).

multiplicity	1
lowest unoccupied orbital energy	0.28	eV
total charge	0
E_HOMO	-9.0	eV
structure (SMILES)	O=C=CO.C=O

```
10
C3H4O3 | OMol25 | the ωB97M-V functional and the def2-TZVPD basis
H 0.55926 -0.37116 2.30303
H -1.08304 0.32830 1.67543
O -0.62786 -1.59693 1.23596
C -0.73746 -0.14848 -1.09661
H 1.54781 1.33608 -2.06617
O -1.84548 -0.46164 -1.30270
C 0.49772 0.26999 -0.86625
O 0.90040 1.49521 -1.36789
C -0.38658 -0.53163 1.74753
H 1.17522 -0.31975 -0.26233
```

Entry b
Entry from OMol25: a structure of composition C3H4O3 (the ωB97M-V functional and the def2-TZVPD basis).

multiplicity	1
lowest unoccupied orbital energy	-0.17	eV
total charge	0
E_HOMO	-8.6	eV

```
10
C3H4O3 | OMol25 | the ωB97M-V functional and the def2-TZVPD basis
H 0.81749 1.26711 0.24836
C -0.51799 0.11044 -0.94969
O 2.27098 -0.80259 0.25169
H 0.45655 -1.77679 0.46901
H -1.78119 0.70291 1.23909
O -1.01877 1.28192 1.13340
C 1.10636 -0.95375 0.17270
C -0.11499 0.71990 0.24956
H -1.51750 0.20156 -1.38824
O 0.29906 -0.75071 -1.42588
```

Entry c
Entry from OMol25: an isolated molecule of C3H4O3 (the ωB97M-V functional and the def2-TZVPD basis).

multiplicity	1
lowest unoccupied orbital energy	0.52	eV
total charge	0
E_HOMO	-9.9	eV
structure (SMILES)	COC(=O)C=O

```
10
C3H4O3 | OMol25 | the ωB97M-V functional and the def2-TZVPD basis
H 2.11066 0.31721 1.05752
H 1.87133 -0.64209 -0.32387
C -0.58988 -0.29766 -0.54834
O 0.18498 0.14182 0.44780
H 2.02132 1.04661 -0.35419
O -2.93670 0.70128 -0.20351
C 1.62473 0.17542 0.13294
C -2.02562 -0.02591 0.10073
O -0.26157 -0.92585 -1.47443
H -1.99924 -0.49082 1.16535
```

Which structure wins on stability? entry c wins.